a:
Density functional theory data (ωB97M-V/def2-TZVPD) for an isolated ion of composition C3H8NOS and charge -1.

```
14
Properties=species:S:1:pos:R:3
N 0.4961 -1.4510 0.4564
C -0.2098 -0.2261 -0.0060
C 0.0673 -0.0404 -1.5821
O 0.5597 -1.0747 -2.2188
C 0.1847 1.0415 0.6883
S -0.5803 1.4208 2.3892
H 1.2211 -1.5976 -0.2417
H -0.2285 -2.1459 0.3319
H -1.3097 -0.3457 0.0209
H 0.7590 0.9011 -1.6168
H -0.9231 0.3767 -1.9421
H -0.1719 1.8776 0.0599
H 1.2307 1.0430 0.9744
H -1.0954 0.2207 2.6866
```

Results
Gap between HOMO and LUMO = 6.088 eV
LUMO = 3.28 eV
Structure (SMILES) = N[C@H](C[O-])CS
Molecular weight = 106.170 g mol⁻¹
2S+1 = 1
Charge = -1
Highest occupied orbital energy = -2.805 eV

Results of the Mulliken charge analysis, in e, for atoms 1 through 2:
1. N -0.765
2. C 0.251


b:
Density functional theory data (ωB97M-V/def2-TZVPD) for an isolated ion of composition C3H8NOS and charge -1.

```
14
Properties=species:S:1:pos:R:3
O -0.0248 -1.1323 2.3766
C -1.0851 -0.6681 1.7701
N -0.9421 -0.4776 0.2532
C 0.2698 0.2662 -0.0368
C 0.4268 0.3793 -1.5479
S 1.6029 1.6337 -2.1199
H -1.4666 0.3439 2.0721
H -1.9765 -1.3486 1.8140
H -0.8117 -1.4296 -0.0814
H 1.1460 -0.2884 0.3202
H 0.1829 1.2447 0.4291
H -0.5088 0.7400 -1.9892
H 0.5745 -0.6072 -1.9736
H 2.6128 1.3441 -1.2865
```

Results
Gap between HOMO and LUMO = 5.761 eV
LUMO = 3.13 eV
Structure (SMILES) = [O-]CNCCS
Molecular weight = 106.170 g mol⁻¹
2S+1 = 1
Charge = -1
Highest occupied orbital energy = -2.632 eV

Results of the Mulliken charge analysis, in e, for atoms 1 through 2:
1. O -0.856
2. C -0.529


Most favorable structure: b. The second most favorable one is 4.7 kcal/mol above it.


a:
Density functional theory data (ωB97M-V/def2-TZVPD) for a 2-piece molecular cluster, C5H11N3 overall.

```
19
Properties=species:S:1:pos:R:3
H -0.4837 0.8361 0.2139
N 0.0235 1.7490 -0.3244
C 0.8914 1.2489 -1.0485
C 1.8652 1.8988 -1.9630
H 0.9192 0.0340 -1.0109
H 1.6784 1.5660 -2.9848
H 1.7592 2.9786 -1.9265
H 2.8852 1.6166 -1.7020
C -1.9615 -1.1267 0.2740
N -0.6083 -0.7462 0.6834
C -0.4142 -0.6941 2.1341
C 0.3957 -1.4008 -0.0086
N 1.0364 -2.3263 -0.3230
H -2.0070 -1.1799 -0.8126
H -2.6524 -0.3529 0.6139
H -2.2464 -2.0987 0.6893
H -1.0543 0.0913 2.5406
H 0.6240 -0.4417 2.3487
H -0.6506 -1.6519 2.6064
```

Results
Gap between HOMO and LUMO = 9.242 eV
LUMO = 0.75 eV
Structure (SMILES) = [H]/N=C/C.CN(C)C#N
Molecular weight = 113.164 g mol⁻¹
2S+1 = 1
Highest occupied orbital energy = -8.497 eV

Results of the Mulliken charge analysis, in e, for atoms 1 through 2:
1. H 0.598
2. N -0.843


b:
Density functional theory data (ωB97M-V/def2-TZVPD) for one molecule with the formula C5H11N3.

```
19
Properties=species:S:1:pos:R:3
H 0.8434 -0.2304 -2.5783
N 1.1693 -0.9408 -1.9248
C 0.6931 -0.8494 -0.7594
C 1.0594 -1.9044 0.2515
N -0.8504 -0.2875 -0.5176
C -1.6878 -0.0101 -1.6695
N -0.9254 0.6423 0.4316
C 0.1181 1.0813 0.9808
C 0.1762 1.9154 2.2022
H 1.1208 -2.8660 -0.2463
H 2.0379 -1.6860 0.6792
H 0.3460 -1.9162 1.0689
H -2.6818 0.2695 -1.3133
H -1.3045 0.8282 -2.2686
H -1.7194 -0.9081 -2.2868
H 1.0377 0.4723 0.4011
H 0.6375 1.3642 3.0228
H 0.7657 2.8164 2.0213
H -0.8357 2.2094 2.5054
```

Results
Gap between HOMO and LUMO = 9.422 eV
LUMO = 1.02 eV
Structure (SMILES) = [H]/N=C(/C)N(C)/N=C/C
Molecular weight = 113.164 g mol⁻¹
2S+1 = 1
Highest occupied orbital energy = -8.406 eV

Results of the Mulliken charge analysis, in e, for atoms 1 through 2:
1. H 0.258
2. N -0.755


c:
Density functional theory data (ωB97M-V/def2-TZVPD) for C5H11N3 as an isolated structure.

```
19
Properties=species:S:1:pos:R:3
C -0.6934 1.2849 1.4939
C -0.3526 2.3523 -1.2516
C -0.0359 -0.6831 0.4468
C 1.4947 -0.8809 -0.1578
C -0.5121 -2.0032 -0.3916
H -0.7172 0.7532 2.4258
H -1.4731 2.1472 1.2953
H 0.3957 1.7292 1.4519
H -0.3068 2.6027 -2.2374
H -0.2186 3.0936 -0.4092
H 0.0564 -1.1293 1.5206
H 2.3162 -1.2010 0.5316
H 2.0668 -0.3155 -0.9358
H 1.2077 -2.4630 -1.5230
H -1.0375 -2.8790 0.4074
H -1.5570 -1.7876 -1.3326
N -0.8505 0.4839 0.2697
N -0.7128 1.0681 -0.9782
N 0.9300 -2.1725 -0.6257
```

Results
Gap between HOMO and LUMO = 9.471 eV
LUMO = 1.00 eV
Molecular weight = 113.164 g mol⁻¹
2S+1 = 1
Highest occupied orbital energy = -8.471 eV

Results of the Mulliken charge analysis, in e, for atoms 1 through 2:
1. C -0.943
2. C -0.346


Most favorable structure: a. The second most favorable one is 4.7 kcal/mol above it.


a:
Density functional theory data (ωB97M-V/def2-TZVPD) for C20H23B2F9MoN3O8 as an isolated structure.

```
66
Properties=species:S:1:pos:R:3
Mo 1.5063 -2.9707 -1.6197
O 4.8907 -3.3998 -1.4299
C 4.3020 -2.9905 -2.5120
O 3.3122 -2.2470 -2.5048
C 4.8181 -3.5586 -3.8192
O 3.7375 -4.1634 -4.4848
C 3.4529 -5.4844 -4.0459
C 2.9227 -5.5787 -2.6152
O 3.3053 -6.4161 -1.8523
O 1.9817 -4.6789 -2.3066
H 4.3708 -3.1360 -0.6376
H 5.6372 -4.2554 -3.6260
H 5.1728 -2.7361 -4.4396
H 4.3395 -6.1173 -4.1073
H 2.6869 -5.8701 -4.7182
C -2.5075 3.7781 -2.1994
C -3.0493 2.4291 -1.7496
N -1.9780 1.4782 -1.4212
C -1.6255 0.5629 -2.3328
C -0.6345 -0.3644 -2.1668
C -0.4030 -1.3064 -3.3192
O -0.9838 -1.1532 -4.3612
O 0.5103 -2.2215 -3.1001
C 0.1124 -0.3662 -0.9691
O 1.0517 -1.1598 -0.6946
C -0.2368 0.6472 0.0156
C 0.4393 0.6733 1.2372
C 0.0576 1.5575 2.2035
F 0.6775 1.5254 3.3968
C -0.9888 2.4665 2.0040
C -1.6437 2.4545 0.7863
C -1.2969 1.5388 -0.2131
N -1.4371 3.3798 3.0021
C -2.7007 3.0734 3.6623
C -3.4177 4.4048 3.9406
N -2.3762 5.4908 3.9708
C -1.1658 5.0536 4.7395
C -0.4713 3.9259 3.9525
H -3.3328 4.4502 -2.4319
H -1.9019 3.6609 -3.0978
H -1.8875 4.2424 -1.4320
H -3.6384 1.9777 -2.5443
H -3.7101 2.5210 -0.8883
H -2.1756 0.5564 -3.2661
H 1.2258 -0.0451 1.4269
H -2.4293 3.1797 0.6292
H -2.5417 2.5191 4.5951
H -3.3173 2.4526 3.0181
H -3.9310 4.4091 4.8997
H -4.1253 4.6631 3.1554
H -2.7665 6.3500 4.3559
H -2.0867 5.6721 3.0080
H -1.5226 4.7167 5.7107
H -0.5155 5.9121 4.8869
H -0.1020 3.1931 4.6719
H 0.3837 4.3097 3.3976
F 2.5661 -3.0945 0.0044
B 2.1186 -2.8513 2.0608
F 0.8703 -2.4169 1.8996
F 2.3507 -4.1050 2.3862
F 3.0717 -1.9325 2.2381
F -1.1343 -5.2464 -2.2230
B -1.1106 -5.1063 -0.8801
F -0.3291 -5.9518 -0.1899
F -2.2438 -4.6827 -0.2953
F -0.1537 -3.6185 -0.7611
```

Results
Gap between HOMO and LUMO (alpha / beta) = 7.142 / 8.096 eV
LUMO (alpha / beta) = -3.59 / -3.59 eV
Molecular weight = 721.963 g mol⁻¹
2S+1 = 3
Charge = +1
Highest occupied orbital energy (alpha / beta) = -10.733 / -11.690 eV

Results of the Mulliken charge analysis, in e, for atoms 1 through 2:
1. Mo 2.178
2. O -0.445


b:
Density functional theory data (ωB97M-V/def2-TZVPD) for C20H23B2F9MoN3O8 as an isolated structure.

```
66
Properties=species:S:1:pos:R:3
Mo -0.7375 -0.6477 3.4916
O 2.4812 -0.2246 5.8426
C 1.3501 -0.8272 5.6921
O 0.3613 -0.2433 5.2281
C 1.2927 -2.2704 6.1245
O 0.0940 -2.8708 5.7410
C -1.0536 -2.5444 6.4954
C -2.2159 -2.0648 5.6338
O -3.3096 -1.9292 6.0829
O -1.9432 -1.8178 4.3245
H 2.4517 0.6362 5.3563
H 1.4794 -2.3142 7.2043
H 2.1068 -2.7958 5.6237
H -0.8628 -1.7537 7.2268
H -1.4056 -3.4234 7.0375
C -2.2621 3.9211 -2.5357
C -1.0857 3.7193 -1.5959
N -1.2197 2.4942 -0.7871
C -1.6237 2.6020 0.4790
C -1.7606 1.5385 1.3351
C -2.1325 1.8606 2.7511
O -2.7683 2.8386 3.0207
O -1.6664 1.0144 3.6701
C -1.4898 0.2451 0.8702
O -1.5174 -0.8011 1.6071
C -1.1198 0.1049 -0.5196
C -0.8355 -1.1722 -1.0236
C -0.3696 -1.2820 -2.2944
F -0.0738 -2.4925 -2.8056
C -0.1405 -0.1587 -3.1051
C -0.4465 1.0909 -2.6251
C -0.9465 1.2422 -1.3202
N 0.4431 -0.2995 -4.4074
C 1.7717 -0.9192 -4.4071
C 2.4948 -0.4310 -5.6641
N 1.4495 -0.1330 -6.7136
C 0.3494 -1.1545 -6.6823
C -0.4359 -0.9583 -5.3803
H -2.1196 4.8356 -3.1104
H -3.1899 4.0163 -1.9721
H -2.3734 3.0908 -3.2332
H -1.0105 4.5446 -0.8920
H -0.1340 3.6768 -2.1236
H -1.8260 3.5989 0.8488
H -0.9449 -2.0391 -0.3885
H -0.2647 1.9402 -3.2659
H 1.7231 -2.0118 -4.3806
H 2.3242 -0.5964 -3.5271
H 3.1686 -1.1798 -6.0755
H 3.0415 0.4940 -5.4951
H 1.8760 -0.0768 -7.6373
H 1.0423 0.7777 -6.4950
H 0.8338 -2.1273 -6.7357
H -0.2736 -1.0243 -7.5635
H -0.7930 -1.9356 -5.0413
H -1.3027 -0.3183 -5.5476
F 0.6894 -2.0147 3.1028
B 1.7233 -2.4741 1.8889
F 2.9223 -2.1350 2.4154
F 1.4635 -3.7949 1.7730
F 1.3136 -1.7185 0.8240
F 2.2081 1.6768 3.9432
B 1.5292 1.8222 2.7348
F 2.3452 1.9093 1.6523
F 0.5613 2.7921 2.7845
F 0.7631 0.4922 2.5451
```

Results
Gap between HOMO and LUMO (alpha / beta) = 7.720 / 8.469 eV
LUMO (alpha / beta) = -3.38 / -3.38 eV
Molecular weight = 721.963 g mol⁻¹
2S+1 = 3
Charge = +1
Highest occupied orbital energy (alpha / beta) = -11.103 / -11.853 eV

Results of the Mulliken charge analysis, in e, for atoms 1 through 2:
1. Mo 1.892
2. O -0.474


Most favorable structure: b. The second most favorable one is 24.4 kcal/mol above it.